Here is a 8-piece molecular cluster, C48H144N24O8P8 overall in a non-equilibrium geometry from the Open Molecules 2025 dataset. Energies are from ωB97M-V/def2-TZVPD.

Its calculated total energy is -178570.351 eV. As for the orbital gap: 0.3092 hartree. Its relative energy (zero: lowest compared OMol25 entry of this formula, charge and spin) is 160.60 kcal per mole. The max |F| is 3.4 eV/A. The value obtained for the HOMO energy is -8.062 eV. As for the structure (SMILES): CN(C)P(=O)(N(C)C)N(C)C.CN(C)P(=O)(N(C)C)N(C)C.CN(C)P(=O)(N(C)C)N(C)C.CN(C)P(=O)(N(C)C)N(C)C.CN(C)P(=O)(N(C)C)N(C)C.CN(C)P(=O)(N(C)C)N(C)C.CN(C)P(=O)(N(C)C)N(C)C.CN(C)P(=O)(N(C)C)N(C)C. For the LUMO energy, the calculation gives 0.3527 eV.

```
! wB97M-V def2-TZVPD RIJCOSX def2/J DEFGRID3
* xyz 0 1
C 18.85 -20.60 19.55
N 17.55 -21.09 19.02
C 17.20 -22.47 19.32
P 16.44 -20.20 18.10
O 15.99 -20.90 16.91
N 15.15 -19.84 19.17
C 15.39 -19.42 20.60
C 13.79 -19.51 18.63
N 17.20 -18.75 17.83
C 17.38 -18.24 16.51
C 17.36 -17.72 18.88
H 19.50 -21.46 19.38
H 18.81 -20.47 20.63
H 19.30 -19.73 19.07
H 18.08 -23.08 19.51
H 16.64 -22.90 18.48
H 16.58 -22.31 20.19
H 16.30 -19.81 21.06
H 15.39 -18.33 20.61
H 14.57 -19.55 21.30
H 13.79 -18.68 17.91
H 13.51 -20.38 18.04
H 13.10 -19.29 19.44
H 16.51 -17.69 16.17
H 18.27 -17.63 16.36
H 17.58 -19.14 15.93
H 18.26 -17.14 18.67
H 17.38 -18.20 19.86
H 16.47 -17.09 18.88
C 14.29 -18.69 13.95
N 15.29 -19.19 12.98
C 15.68 -20.60 13.12
P 15.69 -18.39 11.51
O 16.77 -19.06 10.68
N 14.20 -18.09 10.66
C 13.72 -18.89 9.45
C 13.01 -17.30 11.20
N 16.22 -16.91 12.09
C 17.51 -17.01 12.89
C 16.06 -15.63 11.38
H 14.29 -19.39 14.79
H 13.25 -18.66 13.61
H 14.55 -17.68 14.24
H 16.25 -20.95 12.26
H 14.74 -21.13 13.25
H 16.36 -20.73 13.96
H 13.22 -19.79 9.82
H 13.05 -18.23 8.91
H 14.50 -19.19 8.74
H 12.72 -16.59 10.43
H 12.13 -17.91 11.39
H 13.22 -16.79 12.14
H 18.35 -16.64 12.30
H 17.36 -16.35 13.74
H 17.77 -18.01 13.25
H 16.80 -15.68 10.58
H 16.22 -14.82 12.09
H 15.03 -15.55 11.02
C 19.91 -23.12 7.81
N 19.52 -24.42 8.44
C 20.32 -25.58 8.12
P 17.87 -24.70 8.79
O 16.97 -24.89 7.63
N 17.84 -26.05 9.80
C 17.65 -27.36 9.25
C 18.57 -26.09 11.05
N 17.39 -23.46 9.88
C 16.12 -22.65 9.78
C 18.34 -22.88 10.84
H 19.98 -23.18 6.72
H 20.92 -22.79 8.03
H 19.32 -22.26 8.13
H 19.91 -26.37 8.74
H 21.34 -25.22 8.26
H 20.19 -25.89 7.08
H 16.72 -27.31 8.69
H 18.45 -27.77 8.63
H 17.50 -28.10 10.04
H 18.42 -27.07 11.51
H 19.64 -25.89 10.92
H 18.35 -25.26 11.73
H 15.53 -23.04 8.95
H 15.54 -22.57 10.70
H 16.39 -21.63 9.51
H 19.20 -23.46 11.17
H 17.78 -22.54 11.71
H 18.73 -21.92 10.51
C 6.94 -23.67 5.74
N 7.51 -22.53 6.41
C 6.63 -21.36 6.35
P 8.82 -22.69 7.46
O 9.65 -23.85 7.12
N 9.55 -21.14 7.53
C 10.48 -21.01 8.61
C 10.12 -20.50 6.33
N 7.96 -22.94 8.98
C 7.69 -24.28 9.48
C 6.99 -21.93 9.38
H 7.65 -24.49 5.61
H 6.77 -23.41 4.70
H 6.03 -24.02 6.22
H 7.15 -20.40 6.29
H 5.98 -21.33 7.22
H 6.11 -21.35 5.39
H 10.05 -21.23 9.59
H 11.23 -21.79 8.51
H 10.96 -20.03 8.64
H 9.57 -20.67 5.40
H 10.33 -19.43 6.42
H 11.11 -20.91 6.13
H 7.38 -24.18 10.52
H 6.86 -24.82 9.03
H 8.57 -24.91 9.32
H 6.04 -22.16 8.90
H 7.32 -20.99 8.94
H 6.91 -21.85 10.47
C 15.39 -12.30 14.86
N 14.66 -13.53 15.38
C 15.49 -14.82 15.37
P 13.34 -13.40 16.51
O 13.79 -13.27 17.92
N 12.52 -11.97 16.08
C 12.16 -11.66 14.70
C 11.65 -11.27 17.04
N 12.33 -14.75 16.27
C 11.54 -14.95 15.01
C 12.51 -16.01 16.96
H 16.15 -12.60 14.15
H 15.72 -11.92 15.83
H 14.76 -11.56 14.37
H 14.96 -15.73 15.08
H 15.84 -14.99 16.39
H 16.37 -14.69 14.74
H 11.10 -11.89 14.66
H 12.33 -10.59 14.56
H 12.65 -12.30 13.97
H 11.23 -11.95 17.78
H 12.27 -10.59 17.62
H 10.95 -10.68 16.44
H 11.24 -15.99 14.87
H 10.66 -14.31 14.98
H 12.10 -14.65 14.13
H 12.68 -15.79 18.01
H 13.44 -16.45 16.60
H 11.70 -16.72 16.76
C 16.73 -16.24 7.47
N 16.22 -14.93 7.78
C 14.76 -14.84 8.07
P 17.13 -13.46 7.59
O 16.41 -12.17 7.73
N 18.48 -13.73 8.59
C 18.22 -13.32 9.96
C 19.55 -14.71 8.36
N 17.68 -13.61 5.96
C 18.62 -12.69 5.34
C 16.83 -14.22 4.97
H 16.89 -16.69 8.45
H 17.71 -16.17 6.99
H 16.06 -16.81 6.84
H 14.38 -13.82 8.18
H 14.38 -15.48 8.86
H 14.27 -15.25 7.19
H 19.04 -13.67 10.59
H 18.26 -12.23 9.96
H 17.35 -13.80 10.40
H 19.42 -15.59 8.98
H 19.54 -15.09 7.34
H 20.52 -14.26 8.58
H 19.23 -12.37 6.19
H 19.31 -13.05 4.57
H 18.04 -11.89 4.89
H 17.37 -14.15 4.03
H 15.87 -13.70 4.97
H 16.65 -15.29 5.07
C 9.37 -17.03 11.35
N 9.03 -18.44 11.58
C 7.93 -18.87 10.78
P 9.51 -19.15 13.06
O 10.57 -18.47 13.79
N 8.06 -19.21 13.99
C 7.96 -20.30 15.04
C 7.19 -18.06 14.25
N 9.92 -20.72 12.70
C 8.86 -21.66 12.26
C 11.36 -21.08 12.39
H 9.55 -16.96 10.28
H 10.30 -16.77 11.86
H 8.58 -16.37 11.72
H 8.27 -19.48 9.95
H 7.47 -18.03 10.26
H 7.21 -19.41 11.40
H 6.99 -20.79 15.09
H 8.60 -21.17 14.84
H 8.17 -19.86 16.01
H 6.91 -17.59 13.31
H 6.33 -18.48 14.77
H 7.85 -17.35 14.76
H 8.94 -22.53 12.91
H 7.87 -21.25 12.40
H 9.03 -21.85 11.19
H 11.68 -21.81 13.14
H 12.02 -20.22 12.41
H 11.47 -21.44 11.37
C 23.11 -23.10 13.15
N 23.16 -22.92 14.62
C 23.95 -21.80 15.06
P 21.73 -23.49 15.48
O 21.07 -24.70 14.88
N 22.35 -23.73 17.03
C 21.52 -23.59 18.23
C 23.50 -24.73 17.06
N 20.73 -22.11 15.50
C 20.97 -20.92 16.37
C 19.83 -21.93 14.42
H 23.89 -22.45 12.75
H 22.16 -22.95 12.65
H 23.44 -24.13 12.99
H 24.25 -21.84 16.10
H 23.38 -20.92 14.78
H 24.86 -21.71 14.46
H 20.58 -23.14 17.92
H 21.35 -24.61 18.58
H 21.94 -23.09 19.11
H 23.87 -24.77 18.09
H 23.03 -25.68 16.80
H 24.37 -24.60 16.43
H 22.03 -20.92 16.63
H 20.70 -20.00 15.86
H 20.36 -20.93 17.27
H 19.58 -22.89 13.96
H 20.29 -21.40 13.58
H 18.88 -21.44 14.62
*
```